--- w ---
Entry from the Open Molecules 2025 dataset: C34H31AsN2O7P2S3V as an isolated structure (ωB97M-V/def2-TZVPD).

As for the HOMO-LUMO gap (spin up / spin down): 5.6857 / 5.9376 eV. The total charge is -1. The highest occupied orbital energy (spin up / spin down) comes out at -0.1334 / -0.1423 hartree. The multiplicity is 3. For the LUMO energy (spin up / spin down), the calculation gives 2.06 / 2.06 eV.

Last column: Löwdin charge in e.
Element x y z (Å)
1 V 0.560 0.430 -0.235  0.24
2 O 2.177 2.043 0.966  -0.48
3 As 1.455 3.375 0.319  0.88
4 O 2.496 4.356 -0.443  -0.45
5 O 0.114 2.782 -0.802  -0.54
6 C 0.148 4.356 1.356  -0.24
7 C 0.407 5.424 2.201  -0.07
8 C -0.655 6.183 2.667  -0.08
9 C -1.957 5.888 2.275  -0.08
10 C -2.213 4.814 1.439  -0.06
11 C -1.149 4.056 0.984  -0.31
12 S -1.340 2.604 -0.101  0.86
13 O -3.725 1.749 1.698  0.00
14 O -0.099 0.655 1.579  -0.88
15 O -2.316 3.008 -1.117  -0.41
16 H 3.548 1.714 -0.228  -0.02
17 H 1.430 5.664 2.463  0.11
18 H -0.468 7.023 3.324  0.10
19 H -2.774 6.509 2.622  0.10
20 H -3.218 4.570 1.124  0.11
21 C -0.587 -3.126 -1.191  -0.29
22 C -1.719 -2.482 -0.408  -0.31
23 P -1.654 -0.620 -0.374  1.02
24 C -2.403 -0.279 -2.008  -0.35
25 C -1.612 0.288 -3.004  -0.08
26 C -2.139 0.514 -4.267  -0.07
27 C -3.454 0.173 -4.545  -0.09
28 C -4.248 -0.392 -3.556  -0.09
29 C -3.725 -0.621 -2.295  -0.10
30 C -3.092 -0.442 0.754  -0.27
31 C -3.941 0.769 0.687  -0.25
32 C -4.945 1.024 1.763  -0.23
33 C -5.084 0.025 2.819  -0.02
34 C -4.190 -0.973 2.893  -0.07
35 C -3.172 -1.169 1.900  -0.11
36 C 0.698 -3.218 -0.368  -0.32
37 P 1.658 -1.629 -0.239  1.03
38 C 2.815 -1.906 -1.643  -0.36
39 C 2.321 -2.217 -2.909  -0.10
40 C 3.181 -2.412 -3.977  -0.09
41 C 4.551 -2.287 -3.801  -0.10
42 C 5.049 -1.947 -2.553  -0.08
43 C 4.189 -1.757 -1.482  -0.10
44 C 2.779 -2.043 1.153  -0.36
45 C 3.091 -1.036 2.063  -0.11
46 C 3.912 -1.305 3.150  -0.07
47 C 4.442 -2.574 3.322  -0.09
48 C 4.166 -3.572 2.396  -0.09
49 C 3.339 -3.309 1.316  -0.10
50 H -0.424 -2.553 -2.107  0.08
51 H -0.884 -4.137 -1.484  0.11
52 H -1.703 -2.848 0.619  0.06
53 H -2.686 -2.741 -0.845  0.09
54 H -0.586 0.559 -2.778  0.07
55 H -1.523 0.966 -5.034  0.11
56 H -3.866 0.354 -5.530  0.10
57 H -5.278 -0.653 -3.769  0.10
58 H -4.343 -1.055 -1.515  0.11
59 H -4.126 1.195 -0.292  0.13
60 H -5.814 1.629 1.522  0.14
61 H -5.899 0.120 3.524  0.10
62 H -4.260 -1.694 3.698  0.10
63 H -2.509 -2.010 2.047  0.07
64 H 1.365 -3.959 -0.810  0.08
65 H 0.460 -3.533 0.652  0.09
66 H 1.254 -2.284 -3.071  0.09
67 H 2.779 -2.653 -4.954  0.10
68 H 5.222 -2.439 -4.638  0.10
69 H 6.115 -1.821 -2.412  0.10
70 H 4.589 -1.465 -0.521  0.11
71 H 2.704 -0.033 1.910  0.07
72 H 4.130 -0.519 3.862  0.11
73 H 5.078 -2.788 4.173  0.10
74 H 4.601 -4.558 2.515  0.10
75 H 3.143 -4.090 0.591  0.10
76 S -0.045 -0.397 2.750  0.82
77 C 0.558 0.482 4.062  -0.59
78 N 0.976 1.080 4.961  0.06
79 O 3.962 1.258 -1.000  -0.46
80 S 2.833 1.241 -2.213  0.82
81 N 1.527 0.665 -1.599  -0.66

---

--- x ---
Entry from the Open Molecules 2025 dataset: C34H31AsN2O7P2S3V as an isolated structure (ωB97M-V/def2-TZVPD).

As for the HOMO-LUMO gap (spin up / spin down): 7.9186 / 7.7759 eV. The total charge is -1. The highest occupied orbital energy (spin up / spin down) comes out at -0.2010 / -0.2122 hartree. The multiplicity is 3. For the LUMO energy (spin up / spin down), the calculation gives 2.45 / 2.00 eV.

Last column: Löwdin charge in e.
Element x y z (Å)
1 V -0.142 0.097 0.284  0.24
2 O 1.810 -2.064 2.641  -0.26
3 As 0.777 -0.782 3.229  0.92
4 O 0.137 -1.322 4.627  -0.46
5 O -0.454 -0.291 2.102  -0.58
6 C 1.819 0.841 3.431  -0.23
7 C 1.546 1.566 4.581  -0.08
8 C 2.126 2.816 4.763  -0.07
9 C 2.967 3.350 3.796  -0.07
10 C 3.238 2.646 2.633  -0.07
11 C 2.662 1.399 2.449  -0.31
12 S 3.096 0.479 0.990  0.48
13 O 3.984 -0.559 1.482  -0.30
14 O 3.627 1.367 0.000  -0.29
15 O 1.800 -0.174 0.569  -0.51
16 H 2.630 -1.718 2.235  0.01
17 H 0.884 1.131 5.317  0.10
18 H 1.914 3.380 5.665  0.10
19 H 3.410 4.329 3.943  0.10
20 H 3.867 3.055 1.851  0.12
21 C -2.497 -0.623 -2.542  -0.27
22 C -1.082 -0.477 -3.144  -0.31
23 P 0.193 0.434 -2.154  1.04
24 C 1.734 -0.370 -2.808  -0.31
25 C 2.199 -1.545 -2.207  -0.09
26 C 3.358 -2.166 -2.651  -0.07
27 C 4.073 -1.629 -3.713  -0.09
28 C 3.611 -0.478 -4.334  -0.09
29 C 2.452 0.145 -3.887  -0.08
30 C 0.288 2.070 -2.960  -0.38
31 C 1.397 2.865 -2.650  -0.13
32 C 1.507 4.144 -3.166  -0.07
33 C 0.502 4.661 -3.977  -0.09
34 C -0.602 3.884 -4.284  -0.09
35 C -0.704 2.590 -3.781  -0.10
36 C -3.040 0.542 -1.680  -0.31
37 P -2.470 0.500 0.079  1.04
38 C -3.096 2.074 0.764  -0.40
39 C -2.646 2.432 2.037  -0.13
40 C -3.057 3.625 2.613  -0.07
41 C -3.921 4.471 1.925  -0.09
42 C -4.380 4.114 0.667  -0.09
43 C -3.965 2.920 0.088  -0.10
44 C -3.663 -0.686 0.865  -0.28
45 C -3.669 -2.038 0.502  -0.11
46 C -4.569 -2.934 1.065  -0.08
47 C -5.487 -2.502 2.008  -0.09
48 C -5.495 -1.167 2.383  -0.08
49 C -4.595 -0.269 1.820  -0.07
50 H -2.502 -1.529 -1.950  0.06
51 H -3.192 -0.792 -3.365  0.11
52 H -1.119 0.001 -4.122  0.07
53 H -0.668 -1.470 -3.291  0.08
54 H 1.661 -1.972 -1.379  0.07
55 H 3.707 -3.063 -2.154  0.11
56 H 4.988 -2.104 -4.051  0.10
57 H 4.159 -0.053 -5.168  0.10
58 H 2.111 1.040 -4.387  0.10
59 H 2.168 2.480 -1.990  0.10
60 H 2.372 4.749 -2.919  0.11
61 H 0.573 5.676 -4.352  0.10
62 H -1.399 4.285 -4.899  0.10
63 H -1.574 1.998 -4.041  0.09
64 H -4.127 0.517 -1.678  0.09
65 H -2.718 1.512 -2.074  0.07
66 H -1.971 1.773 2.568  0.10
67 H -2.688 3.904 3.593  0.10
68 H -4.224 5.415 2.365  0.10
69 H -5.044 4.774 0.121  0.10
70 H -4.316 2.665 -0.905  0.10
71 H -2.975 -2.421 -0.226  0.04
72 H -4.534 -3.975 0.767  0.11
73 H -6.188 -3.200 2.451  0.10
74 H -6.201 -0.815 3.125  0.10
75 H -4.625 0.762 2.137  0.09
76 S 0.377 2.502 0.548  0.68
77 C -0.622 3.555 -0.312  -0.78
78 N -1.277 4.321 -0.887  0.10
79 O -0.985 -4.022 -0.280  -0.52
80 S -0.484 -2.848 0.439  0.84
81 N -0.558 -1.541 -0.326  -0.53

---

Which structure wins on stability? x wins.

---

--- w ---
Entry from the Open Molecules 2025 dataset: a single C4H9NOS molecule (ωB97M-V/def2-TZVPD).

As for the HOMO-LUMO gap: 9.7870 eV. The highest occupied orbital energy comes out at -0.3275 hartree. For the LUMO energy, the calculation gives 0.88 eV.

Last column: Löwdin charge in e.
Element x y z (Å)
1 C 0.769 -0.782 0.182  -0.18
2 N -0.330 -0.927 1.157  0.01
3 C -1.005 -2.174 0.927  -0.31
4 O -0.946 -3.041 1.752  0.07
5 C 0.817 0.690 -0.425  -0.29
6 C -0.499 1.245 -0.738  -0.67
7 S -0.819 2.966 -1.211  0.68
8 H 1.771 -0.897 0.515  0.10
9 H 0.643 -1.325 -0.777  0.12
10 H 0.023 -0.838 2.043  0.09
11 H -1.509 -2.139 -0.019  0.13
12 H 1.390 1.552 0.195  0.14
13 H 1.430 0.585 -1.306  0.09
14 H -0.885 0.688 -1.634  0.07
15 H -1.272 1.081 0.125  0.09
16 H 0.423 3.315 -0.787  -0.15

---

--- x ---
Entry from the Open Molecules 2025 dataset: a 2-piece molecular cluster, C4H9NOS overall (ωB97M-V/def2-TZVPD).

As for the HOMO-LUMO gap: 3.2246 eV. The highest occupied orbital energy comes out at -0.2945 hartree. For the LUMO energy, the calculation gives -4.79 eV.

Last column: Löwdin charge in e.
Element x y z (Å)
1 O -2.188 -0.929 -0.427  -0.10
2 C -0.823 -1.280 -0.185  -0.33
3 N 1.444 -1.906 0.487  0.11
4 C 0.548 -0.929 0.942  -0.19
5 C 0.012 0.019 0.001  -0.24
6 S 0.772 2.437 -2.304  0.32
7 C -0.715 1.311 0.510  -0.03
8 H -0.979 -2.174 0.447  0.16
9 H 2.426 -1.791 0.773  0.07
10 H 0.104 -1.127 1.973  0.17
11 H 0.567 0.272 -0.895  0.06
12 H -0.358 -1.731 -1.083  0.16
13 H 1.941 2.802 -1.765  -0.31
14 H -1.810 1.121 0.436  0.08
15 H -0.436 1.881 1.409  0.09
16 H -0.506 2.024 -0.318  -0.02

---

--- y ---
Entry from the Open Molecules 2025 dataset: a 2-piece molecular cluster, C4H9NOS overall (ωB97M-V/def2-TZVPD).

As for the HOMO-LUMO gap: 9.8855 eV. The highest occupied orbital energy comes out at -0.3377 hartree. For the LUMO energy, the calculation gives 0.70 eV.

Last column: Löwdin charge in e.
Element x y z (Å)
1 C -3.347 1.090 0.178  -0.20
2 C -2.743 -0.160 -0.307  -0.16
3 C 1.445 -1.195 -0.426  -0.29
4 C 2.193 1.273 0.338  -0.26
5 N -3.357 -0.270 0.794  0.09
6 O -0.295 0.835 -0.581  -0.58
7 S 0.641 0.238 0.423  0.82
8 H -4.353 1.403 -0.086  0.07
9 H -2.925 1.817 0.814  0.06
10 H -2.265 -0.274 -1.234  0.09
11 H 1.989 -1.024 -1.409  0.07
12 H 1.995 -1.574 0.487  0.05
13 H 0.741 -2.014 -0.740  0.06
14 H 1.814 2.245 0.568  0.02
15 H 3.022 0.947 1.053  0.08
16 H 2.446 1.202 -0.804  0.08

---

--- z ---
Entry from the Open Molecules 2025 dataset: a single C4H9NOS molecule (ωB97M-V/def2-TZVPD).

As for the HOMO-LUMO gap: 9.9715 eV. The highest occupied orbital energy comes out at -0.3421 hartree. For the LUMO energy, the calculation gives 0.66 eV.

Last column: Löwdin charge in e.
Element x y z (Å)
1 C -0.975 -0.313 0.651  -0.23
2 N -1.330 -1.192 -0.429  0.02
3 C -0.496 -2.191 -0.846  -0.36
4 O -0.854 -3.239 -1.327  0.03
5 C 0.438 0.255 0.649  -0.33
6 C 0.666 1.336 -0.498  -0.35
7 S 2.440 2.050 0.201  0.60
8 H -1.280 -0.791 1.610  0.12
9 H -1.704 0.643 0.689  0.16
10 H -2.228 -1.495 -0.556  0.10
11 H 0.581 -1.870 -0.506  0.14
12 H 1.300 -0.468 0.578  0.09
13 H 0.601 0.787 1.597  0.08
14 H 0.116 2.300 -0.373  0.06
15 H 0.797 0.906 -1.472  0.05
16 H 1.928 3.280 0.031  -0.18

---

Which structure wins on stability? z wins.

---

--- w ---
Entry from the Open Molecules 2025 dataset: a 2-piece molecular cluster, C4H9NOS overall (ωB97M-V/def2-TZVPD).

As for the HOMO-LUMO gap: 10.2863 eV. The highest occupied orbital energy comes out at -0.3506 hartree. For the LUMO energy, the calculation gives 0.75 eV.

Last column: Löwdin charge in e.
Element x y z (Å)
1 C 3.415 -1.030 0.369  -0.02
2 C 2.155 -0.804 0.665  -0.32
3 C 0.883 2.410 0.202  -0.10
4 C -2.948 -0.580 -0.544  -0.04
5 N 0.639 1.235 0.553  -0.22
6 O 1.928 0.534 -1.595  -0.51
7 S 1.062 -0.025 -0.564  0.87
8 H 4.100 -1.516 1.044  0.06
9 H 3.808 -0.708 -0.584  0.06
10 H 1.658 -1.078 1.579  0.07
11 H 1.381 2.642 -0.745  0.07
12 H 0.615 3.233 0.847  0.07
13 H -2.241 0.068 -0.043  -0.01
14 H -3.443 -1.201 0.191  0.01
15 H -2.417 -1.207 -1.251  0.01
16 H -3.682 0.017 -1.069  0.01

---

--- x ---
Entry from the Open Molecules 2025 dataset: a single C4H9NOS molecule (ωB97M-V/def2-TZVPD).

As for the HOMO-LUMO gap: 9.4114 eV. The highest occupied orbital energy comes out at -0.3236 hartree. For the LUMO energy, the calculation gives 0.61 eV.

Last column: Löwdin charge in e.
Element x y z (Å)
1 C 1.132 -0.184 -0.257  -0.14
2 C 0.482 1.084 0.373  -0.32
3 C -0.980 1.370 0.069  -0.57
4 S -1.145 1.713 -1.745  0.66
5 C 0.009 -1.234 -0.142  -0.50
6 N -0.013 -2.090 0.989  0.13
7 O -0.716 -1.481 -1.149  -0.03
8 H 2.027 -0.640 0.255  0.12
9 H 1.303 -0.081 -1.327  0.10
10 H 0.787 1.057 1.492  0.13
11 H 1.095 1.941 -0.082  0.11
12 H -1.962 0.773 0.266  0.09
13 H -1.327 2.394 0.722  0.14
14 H -1.009 0.441 -2.197  -0.14
15 H -0.449 -2.945 0.941  0.05
16 H 0.766 -2.119 1.791  0.16

---

Which structure wins on stability? x wins.